241
Properties=species:S:1:pos:R:3:forces:R:3:lowdin_charge:R:1 method="wB97M-V/def2-TZVPD" de_lowest_kj_mol=1308.88 charge=0 e_homo_ev=-7.3
C 2.527 -2.643 -3.654 0.2 -0.4 0.0 -0.2069
C 2.549 -3.818 -2.685 -0.5 -0.3 -0.3 -0.2587
O 3.141 -3.607 -1.428 0.6 0.3 -0.1 -0.0833
O 1.537 -1.701 -3.247 0.4 0.4 -0.1 -0.1124
H 2.293 -2.927 -4.686 -0.1 -0.6 0.2 0.1215
H 3.564 -2.289 -3.705 -0.3 0.8 0.3 0.0891
H 3.123 -4.589 -3.208 0.1 -0.2 0.3 0.1096
H 1.534 -4.209 -2.548 -0.1 0.0 -0.1 0.0982
H 2.656 -2.948 -0.879 -0.1 -0.1 -0.4 0.0353
H 1.193 -1.253 -4.025 0.0 0.1 0.0 0.0877
C -3.217 4.418 0.735 0.9 -0.1 0.8 -0.2213
C -4.246 4.173 -0.345 -0.7 0.7 0.2 -0.2484
O -3.715 3.372 -1.361 0.2 -0.4 -0.4 -0.1064
O -3.661 5.254 1.809 -0.5 -0.1 -0.4 -0.0674
H -2.313 4.866 0.314 -0.1 0.0 -0.4 0.1009
H -2.897 3.459 1.160 -0.1 0.0 -0.2 0.0954
H -4.667 5.119 -0.709 0.4 0.2 -0.2 0.1288
H -5.138 3.678 0.047 0.2 -0.3 0.2 0.0989
H -3.016 3.848 -1.876 -0.7 0.5 0.7 0.0274
H -2.961 5.273 2.470 0.1 0.0 0.0 0.0901
C -1.493 -1.018 -2.447 0.2 0.2 0.0 -0.0382
C -2.726 -1.118 -3.325 -0.4 -0.8 0.5 -0.4207
C -3.930 -0.428 -2.688 -0.1 0.7 -0.2 -0.1844
O -4.084 -0.709 -1.307 0.2 -0.1 -0.2 -0.2115
C -5.177 -0.045 -0.734 -0.5 0.7 0.1 -0.1028
N -2.506 -0.606 -4.666 0.1 0.9 -0.2 0.0634
H -1.255 0.029 -2.256 0.0 -0.1 -0.2 0.0428
H -0.635 -1.512 -2.907 -0.2 0.1 0.0 0.0568
H -1.618 -1.447 -1.452 -0.3 -0.2 -0.1 0.0751
H -2.957 -2.180 -3.466 -0.1 0.0 0.3 0.1211
H -4.826 -0.659 -3.282 -0.2 -0.4 0.3 0.1307
H -3.839 0.664 -2.793 0.3 0.1 0.0 0.1203
H -5.291 0.966 -1.140 0.1 0.0 -0.1 0.0946
H -5.033 0.068 0.341 0.1 0.0 -1.0 0.0272
H -6.124 -0.578 -0.879 0.0 -0.1 -0.2 0.1048
H -3.369 -0.659 -5.203 0.0 -0.3 0.0 0.0746
H -2.330 0.405 -4.613 0.2 -0.3 0.0 0.0405
C 3.524 1.119 1.881 0.8 0.8 1.7 -0.0689
C 2.681 0.887 3.120 -1.2 -0.7 0.6 -0.3603
C 2.619 2.073 4.074 -0.1 -0.1 -1.1 -0.1926
O 1.766 1.829 5.166 -0.2 0.4 0.0 -0.1815
C 1.647 3.015 5.956 0.8 -1.0 0.8 -0.0834
N 1.322 0.559 2.646 -0.2 1.0 2.1 0.0500
H 4.595 1.113 2.099 -0.1 0.2 0.0 0.0885
H 3.278 2.119 1.509 0.0 0.0 -0.1 0.0888
H 3.323 0.402 1.087 1.0 0.8 2.7 -0.0174
H 3.028 0.007 3.684 -1.0 1.6 -0.7 0.0784
H 2.191 2.899 3.485 0.2 0.2 0.1 0.1112
H 3.643 2.317 4.386 0.0 0.2 0.2 0.1357
H 0.869 2.869 6.703 -0.3 0.0 -0.3 0.0921
H 1.509 3.921 5.375 -0.3 -0.1 -0.2 0.0578
H 2.568 3.087 6.547 0.1 0.4 -0.1 0.0929
H 0.740 0.332 3.453 0.3 0.3 0.1 0.0568
H 1.403 -0.359 2.210 -1.2 1.0 2.4 0.0058
C 6.210 0.179 5.734 -0.9 0.0 0.4 -0.0667
C 5.959 -1.064 4.894 0.1 -1.3 0.4 -0.4182
C 4.918 -0.967 3.773 1.5 -0.2 0.3 -0.2180
O 4.826 -2.224 3.140 0.3 -0.2 -0.2 -0.1696
C 3.735 -2.299 2.233 0.5 -0.4 0.7 -0.0506
N 7.294 -1.508 4.397 -0.9 0.5 -1.0 0.0365
H 5.366 0.514 6.347 -0.4 -0.1 -0.5 0.0718
H 6.491 1.022 5.101 0.4 0.0 0.1 0.0756
H 6.936 -0.048 6.514 0.5 0.1 -0.5 0.0753
H 5.586 -1.897 5.498 0.1 0.2 0.4 0.1384
H 5.347 -0.244 3.061 -0.5 0.0 0.1 0.1149
H 3.913 -0.688 4.108 1.6 -0.6 0.7 0.0913
H 3.760 -1.491 1.502 0.0 -0.1 -0.1 0.0713
H 2.819 -2.277 2.831 -0.3 0.1 -0.3 0.0857
H 3.824 -3.274 1.760 -0.2 0.1 -0.2 0.1040
H 7.478 -0.821 3.657 0.6 0.0 0.2 0.0691
H 7.127 -2.334 3.818 0.0 -0.2 0.3 0.0655
C 2.875 0.324 -0.475 0.4 0.3 -1.8 -0.0812
C 1.654 -0.260 0.239 0.5 -1.1 -2.5 -0.3750
C 0.428 0.616 0.039 0.1 0.1 -0.4 -0.1749
O -0.601 0.051 0.820 -0.4 -0.5 0.2 -0.1302
C -1.796 0.797 0.985 2.9 -0.6 -12.9 -0.1915
N 1.507 -1.611 -0.331 -0.2 0.4 -0.1 0.0848
H 3.764 -0.268 -0.233 0.0 0.0 0.0 0.0876
H 3.071 1.352 -0.158 -0.2 -0.3 -1.0 0.0732
H 2.946 0.285 -1.566 -1.1 -0.1 -0.2 0.0794
H 1.867 -0.421 1.297 0.9 -0.1 -3.5 0.0436
H 0.102 0.637 -1.010 0.2 -0.5 -0.1 0.1082
H 0.625 1.677 0.231 -0.2 -1.9 0.3 0.0500
H -1.738 1.626 1.696 2.7 2.8 -6.3 0.0559
H -2.530 0.068 1.328 0.3 -0.2 -1.7 0.0998
H -2.114 1.192 0.016 -0.3 -0.2 -1.0 0.1232
H 1.425 -1.425 -1.329 -0.5 -0.6 -0.1 0.0480
H 0.649 -2.027 0.020 -0.1 0.0 -0.2 0.0839
C -2.338 -1.917 4.224 0.9 -3.6 0.5 -0.0551
C -0.965 -2.557 3.977 0.3 0.5 -0.4 -0.3419
C -1.056 -3.822 3.127 0.9 0.6 1.2 -0.2263
O 0.210 -4.453 3.086 0.1 -0.5 -0.6 -0.1699
C 0.495 -5.290 4.175 0.6 -0.1 0.4 -0.1128
N -0.090 -1.522 3.382 -1.0 -1.2 -0.2 0.0498
H -2.224 -1.212 5.047 0.5 -4.5 -1.0 -0.0105
H -3.017 -2.701 4.567 -0.3 -0.1 -0.3 0.1112
H -2.722 -1.437 3.326 0.0 0.1 0.2 0.0732
H -0.433 -2.770 4.909 -0.6 -0.4 0.3 0.1362
H -1.380 -3.603 2.107 1.8 0.1 1.4 0.0497
H -1.854 -4.427 3.578 0.4 -0.6 0.0 0.1288
H -0.213 -6.115 4.290 -0.4 0.2 0.1 0.0906
H 0.615 -4.711 5.096 -0.4 -0.1 0.2 0.0816
H 1.467 -5.773 4.052 0.0 0.2 -0.5 0.0878
H -0.592 -1.244 2.540 0.5 0.3 -0.3 0.0743
H 0.768 -1.975 3.081 0.0 -0.2 0.0 0.0665
C -6.927 4.083 2.397 -0.2 -0.1 -0.2 -0.0588
C -6.288 2.944 3.186 1.3 1.1 -0.1 -0.3801
C -5.671 1.886 2.268 -0.9 -0.4 -0.7 -0.2045
O -5.387 0.759 3.067 -0.1 -0.3 0.1 -0.1550
C -5.191 -0.438 2.358 -0.3 0.2 1.0 -0.1612
N -5.257 3.522 4.084 0.0 -0.6 -0.3 0.0624
H -7.548 3.662 1.603 -0.3 0.2 0.1 0.0765
H -6.209 4.752 1.919 0.3 -0.3 0.0 0.0605
H -7.508 4.745 3.040 -0.2 -0.3 0.1 0.0799
H -6.999 2.469 3.861 -0.3 -0.2 -0.4 0.1379
H -4.774 2.167 1.695 -0.3 0.6 0.4 0.0982
H -6.349 1.632 1.434 -0.4 -0.2 0.4 0.1276
H -4.310 -0.432 1.704 -0.3 0.0 0.0 0.0551
H -6.079 -0.685 1.767 0.0 0.2 0.2 0.0986
H -4.980 -1.220 3.087 -0.3 -0.1 0.1 0.1037
H -4.679 4.152 3.534 -0.1 0.1 -0.1 0.0456
H -4.646 2.739 4.308 -0.1 0.3 0.4 0.0341
C 0.641 -6.200 -4.627 0.2 0.5 0.9 -0.0576
C -0.807 -5.750 -4.669 0.0 1.0 -0.8 -0.4157
C -1.122 -4.718 -3.595 0.5 -0.7 2.0 -0.1908
O -0.849 -5.314 -2.321 0.4 -0.7 -0.3 -0.1996
C -1.115 -4.510 -1.201 -0.7 0.3 -0.4 -0.1187
N -1.092 -5.117 -5.979 0.4 -0.1 0.0 0.0347
H 0.759 -6.663 -3.645 0.2 -0.5 -0.3 0.0847
H 1.338 -5.357 -4.573 -0.2 0.2 -0.3 0.0536
H 0.946 -6.831 -5.457 -0.3 -0.2 0.1 0.0826
H -1.391 -6.660 -4.522 -0.5 0.2 -0.1 0.1393
H -2.172 -4.402 -3.584 0.0 0.1 -0.4 0.1199
H -0.449 -3.850 -3.614 -0.2 0.2 -0.8 0.1118
H -0.551 -3.567 -1.178 0.4 -0.1 -0.2 0.0700
H -0.872 -5.076 -0.305 0.1 -0.2 0.0 0.0936
H -2.177 -4.230 -1.214 0.3 -0.2 0.2 0.0498
H -0.338 -4.448 -6.121 0.0 -0.1 -0.2 0.0622
H -1.920 -4.529 -5.956 -0.2 -0.3 0.2 0.0598
C -2.653 1.197 2.755 -3.6 -1.7 11.7 -0.1558
C -2.238 1.627 4.159 0.2 -0.1 0.4 -0.2897
C -1.856 0.433 5.063 -1.2 2.7 0.0 -0.2247
O -1.732 0.927 6.377 0.9 0.5 0.5 -0.1510
C -1.435 -0.095 7.290 0.0 -1.0 0.0 -0.1034
N -1.040 2.499 4.034 0.3 -0.4 0.5 0.0881
H -3.346 1.891 2.284 1.2 0.2 -0.5 0.0856
H -3.221 0.257 2.808 0.2 0.9 0.8 0.0589
H -1.778 0.886 2.182 -1.1 -1.3 9.6 -0.0482
H -2.983 2.195 4.718 0.0 0.0 0.1 0.1168
H -0.953 -0.077 4.703 0.1 0.4 0.2 0.1128
H -2.630 -0.349 5.027 -1.1 4.8 0.7 0.0624
H -1.333 0.259 8.313 -0.4 0.4 -0.1 0.0888
H -0.503 -0.650 7.114 0.2 0.3 -0.5 0.0925
H -2.212 -0.866 7.215 -0.2 0.0 0.4 0.0925
H -0.361 1.990 3.466 -0.2 0.1 -0.4 0.0337
H -0.571 2.335 4.927 -0.1 0.9 0.2 0.0430
C -2.989 -3.564 1.362 -1.3 0.5 -0.1 -0.0707
C -4.250 -3.913 0.592 0.1 0.7 -0.3 -0.3586
C -5.493 -3.225 1.168 1.1 -0.3 0.7 -0.1982
O -5.654 -3.750 2.489 -0.7 0.4 -0.7 -0.1926
C -6.965 -3.572 3.032 0.9 -0.8 -0.1 -0.0835
N -4.055 -3.561 -0.828 -0.8 0.1 0.4 0.0455
H -2.771 -2.487 1.408 -0.3 0.2 -0.6 0.0978
H -2.076 -4.007 0.962 -1.0 -0.4 -0.5 0.0546
H -3.081 -3.791 2.426 -0.6 -0.4 -0.7 0.0658
H -4.437 -4.981 0.724 0.1 -0.1 -0.3 0.1475
H -6.335 -3.411 0.494 -0.3 -0.2 0.3 0.1272
H -5.336 -2.147 1.241 0.0 -0.5 -0.5 0.0615
H -7.056 -4.447 3.679 -0.5 0.3 0.2 0.0897
H -7.710 -3.631 2.236 -0.1 0.1 0.1 0.0852
H -7.045 -2.643 3.599 -0.1 0.0 -0.1 0.0816
H -3.851 -2.554 -0.899 -0.1 -0.5 0.1 0.0563
H -4.956 -3.678 -1.286 0.1 0.0 -0.2 0.0816
C 7.680 -4.083 -5.217 -0.2 0.9 0.0 -0.0666
C 7.181 -4.266 -3.790 -0.2 -0.7 -0.1 -0.4361
C 6.303 -3.133 -3.229 1.5 -0.6 -1.2 -0.2091
O 7.105 -1.959 -3.164 -0.7 0.1 0.5 -0.1699
C 6.334 -0.894 -2.647 -0.2 0.4 -0.4 -0.1147
N 6.437 -5.534 -3.760 -0.2 0.1 0.6 0.0297
H 6.868 -4.068 -5.952 -0.2 0.0 0.2 0.0761
H 8.345 -4.880 -5.543 0.1 0.0 0.3 0.0750
H 8.171 -3.109 -5.280 0.2 -0.1 -0.2 0.0745
H 8.050 -4.361 -3.134 0.0 -0.1 0.0 0.1398
H 5.929 -3.449 -2.254 -0.2 0.3 0.1 0.1237
H 5.495 -3.038 -3.963 -0.3 0.4 0.2 0.1107
H 6.915 0.027 -2.612 0.3 -0.2 0.0 0.0862
H 5.938 -1.094 -1.648 0.0 -0.2 0.0 0.0825
H 5.493 -0.682 -3.320 -0.2 -0.1 0.1 0.0764
H 5.574 -5.417 -4.289 0.1 -0.1 -0.1 0.0626
H 6.127 -5.703 -2.805 0.1 -0.2 -0.1 0.0700
C 3.897 2.470 -8.041 -0.4 -0.5 0.1 -0.0668
C 3.200 3.491 -7.154 0.6 0.8 -0.7 -0.4323
C 3.391 3.299 -5.663 0.1 -0.2 -0.3 -0.2183
O 2.881 2.019 -5.332 -0.4 0.7 0.4 -0.1686
C 2.724 1.856 -3.941 0.1 0.2 0.3 -0.1141
N 3.626 4.853 -7.534 0.1 0.3 -0.1 0.0240
H 4.978 2.463 -7.892 0.0 -0.2 0.2 0.0838
H 3.736 2.673 -9.103 -0.1 0.3 0.1 0.0741
H 3.439 1.490 -7.886 0.4 -0.1 0.2 0.0761
H 2.129 3.445 -7.369 0.0 -0.1 0.2 0.1345
H 2.896 4.125 -5.138 -0.5 -0.2 0.1 0.1213
H 4.438 3.402 -5.349 0.3 -0.3 -0.3 0.1303
H 3.707 1.707 -3.482 -0.1 -0.5 0.2 0.0869
H 2.002 1.064 -3.751 0.4 -0.4 -0.1 0.0734
H 2.298 2.721 -3.412 -0.1 0.3 -0.4 0.0753
H 4.428 5.214 -7.026 -0.1 -0.3 0.3 0.0649
H 3.959 4.814 -8.490 -0.2 0.2 -0.1 0.0578
C -1.001 2.599 -2.562 0.0 -0.1 0.4 -0.0616
C -1.320 3.808 -3.429 0.9 0.0 -0.2 -0.4024
C -2.346 3.507 -4.507 -0.2 -1.2 0.4 -0.1668
O -1.942 2.297 -5.169 0.4 1.1 -0.7 -0.2385
C -2.587 2.162 -6.428 0.2 -0.6 0.4 -0.1052
N -1.719 4.966 -2.600 -0.1 -0.8 -0.4 0.0474
H -0.145 2.867 -1.937 -0.2 -0.1 0.1 0.0559
H -0.715 1.722 -3.139 0.0 0.2 -0.3 0.0686
H -1.824 2.305 -1.909 0.0 0.0 0.0 0.0623
H -0.335 4.047 -3.856 -0.3 0.0 -0.7 0.1361
H -2.518 4.340 -5.193 0.3 0.0 -0.2 0.1276
H -3.311 3.248 -4.054 -0.1 0.5 0.3 0.1279
H -2.331 2.957 -7.130 -0.3 0.3 0.2 0.0905
H -3.658 2.063 -6.224 -0.1 0.2 -0.5 0.0944
H -2.227 1.240 -6.886 0.0 -0.1 0.2 0.0872
H -1.782 5.760 -3.229 -0.1 0.2 0.3 0.0918
H -0.914 5.095 -1.982 -0.2 0.3 0.2 0.0415
C 0.326 3.452 0.955 0.6 0.8 -0.2 -0.0485
C 0.614 4.895 0.602 -2.0 0.4 -0.3 -0.4123
C 1.660 5.582 1.428 1.2 -1.1 0.4 -0.2122
O 1.239 5.484 2.764 -0.4 0.4 0.0 -0.1923
C 2.218 5.798 3.734 -0.3 0.6 -0.8 -0.1006
N 0.759 5.003 -0.852 0.8 0.3 -0.1 0.0472
H 0.080 3.395 2.015 0.2 -0.4 -0.1 0.0769
H 1.176 2.833 0.642 0.4 0.9 1.0 0.0642
H -0.481 3.032 0.350 -0.3 0.7 0.2 0.0689
H -0.311 5.424 0.877 0.0 0.2 -0.2 0.1323
H 1.853 6.611 1.102 -0.2 0.1 0.1 0.1304
H 2.611 5.029 1.345 0.2 0.1 -0.2 0.1304
H 3.019 5.058 3.691 0.0 -0.1 0.5 0.0833
H 1.659 5.869 4.660 0.4 -0.3 0.3 0.0871
H 2.655 6.784 3.538 0.0 0.0 0.0 0.0909
H 1.422 4.302 -1.177 0.0 0.0 0.0 0.0792
H 1.189 5.891 -1.106 -0.1 0.0 0.0 0.0916